102
Properties=species:S:1:pos:R:3:forces:R:3:lowdin_charge:R:1 method="wB97M-V/def2-TZVPD" relative_energy_kcal_mol=38.1 total_charge=+3 homo_ev=-12.633 orbital_gap_ha=0.144
Sn -0.930638 -0.171805 0.050058 0.79 0.26 0.69 1.4172
C 11.969050 -3.919853 4.645533 0.14 0.12 0.37 -0.0518
O 11.317028 -4.289330 3.447717 0.24 -0.33 -0.33 -0.0478
C 10.098752 -3.844707 3.184020 -0.85 0.28 -0.24 -0.2650
C 9.521526 -4.296481 1.978062 0.29 0.09 0.38 0.0293
C 8.267273 -3.890621 1.610088 -0.18 0.27 0.30 -0.0047
C 7.539061 -3.010037 2.427003 0.67 -0.11 0.44 -0.1663
C 8.111110 -2.563975 3.626970 -0.33 -0.24 -0.62 -0.0203
C 9.365294 -2.973115 4.008268 0.56 -0.23 0.01 0.0022
C 6.232556 -2.583912 2.021977 -0.27 0.06 -0.07 -0.2335
N 5.565946 -3.028090 0.970955 0.26 -0.31 -0.18 0.2007
C 4.401177 -2.353880 0.955188 -0.02 0.87 1.06 -0.1656
C 4.347621 -1.453994 2.032683 -0.45 -0.53 -0.90 -0.1315
N 5.517224 -1.627151 2.700088 0.18 -0.02 0.07 0.1943
C 3.270277 -0.572612 2.238787 -0.16 -0.01 -0.16 -0.0566
C 3.211512 0.373796 3.273845 -0.29 0.13 -0.21 0.0408
C 2.153903 1.247091 3.325524 0.19 -0.15 0.05 -0.0150
C 1.143415 1.119601 2.375588 -0.27 0.27 0.02 -0.1592
N 1.143137 0.193719 1.434323 -0.79 0.19 -0.44 -0.0144
C 2.191078 -0.638567 1.314107 0.40 -0.19 0.27 -0.1548
C 2.208926 -1.591517 0.228232 0.42 -0.38 -0.12 -0.1536
N 1.151375 -1.636006 -0.606637 -0.37 0.32 -0.02 -0.0049
C 1.162783 -2.502423 -1.603609 -0.21 -0.01 -0.03 -0.1360
C 2.209658 -3.390555 -1.854539 0.24 -0.02 0.17 -0.0062
C 3.301921 -3.368296 -1.018691 -0.31 0.12 -0.14 0.0514
C 3.317025 -2.453102 0.042113 -0.29 0.28 0.12 -0.0556
H 12.936139 -4.417350 4.614864 -0.08 0.10 0.04 0.1031
H 11.409546 -4.267732 5.518695 0.03 0.03 -0.05 0.1028
H 12.108381 -2.835960 4.700531 0.02 -0.09 -0.01 0.1016
H 10.100258 -4.965001 1.362760 0.07 -0.10 -0.09 0.1277
H 7.814144 -4.231603 0.694404 0.02 -0.09 -0.15 0.1149
H 7.568119 -1.899391 4.282820 0.00 0.07 0.13 0.1040
H 9.777022 -2.613339 4.937233 0.07 -0.01 0.07 0.1100
H 5.809406 -1.152219 3.538279 0.08 -0.07 -0.12 0.1539
H 4.003459 0.422600 4.003179 0.10 0.06 0.12 0.1268
H 2.096885 2.003220 4.091394 -0.07 0.11 0.03 0.1219
H 0.292592 1.789679 2.371090 -0.02 0.04 0.17 0.1152
H 0.281752 -2.501096 -2.235349 0.07 -0.11 -0.03 0.0862
H 2.148328 -4.076128 -2.685387 -0.01 -0.03 -0.04 0.1212
H 4.147000 -4.028186 -1.141978 0.06 -0.07 -0.07 0.1346
C -1.360692 0.018112 4.931306 -0.09 0.04 -0.02 -0.0189
C -2.153263 1.121131 5.209104 0.08 -0.13 -0.15 -0.0130
C -2.845342 1.721820 4.170832 0.05 -0.04 -0.30 0.0150
C -2.719501 1.206264 2.880351 0.17 -0.04 0.58 -0.2219
N -1.896023 0.184924 2.611075 -0.02 0.05 -0.39 0.0089
C -1.255684 -0.400388 3.613839 0.12 -0.13 0.26 -0.1446
C -3.503687 1.724071 1.744602 -0.35 0.31 -0.23 -0.2060
C -4.688518 2.438485 1.929122 0.14 -0.12 -0.11 0.0249
C -5.403128 2.858062 0.821070 0.16 -0.08 -0.08 -0.0148
C -4.914414 2.565304 -0.443809 0.05 -0.03 0.04 -0.0407
C -3.728046 1.859425 -0.535288 -0.18 0.07 -0.10 -0.1625
N -3.046042 1.441275 0.520798 0.40 0.00 0.17 0.0103
H -0.831512 -0.497249 5.716164 0.07 -0.08 0.04 0.1208
H -2.239092 1.507007 6.213997 0.01 0.00 0.07 0.1272
H -3.444681 2.597720 4.362893 -0.12 0.01 -0.02 0.1194
H -0.630148 -1.242142 3.341260 0.08 -0.02 0.11 0.1186
H -5.064163 2.644181 2.917357 -0.01 -0.01 0.12 0.1207
H -6.326981 3.400252 0.940385 -0.11 0.09 0.04 0.1256
H -5.433650 2.883495 -1.333270 -0.05 0.05 -0.13 0.1111
H -3.289734 1.616543 -1.494740 0.02 0.04 -0.16 0.0752
O -0.678110 0.056929 -3.784257 0.03 0.07 -0.29 0.1194
C -0.934982 -0.387698 -2.788816 0.37 0.13 -0.33 -0.1986
C 1.053650 5.073659 -1.647159 0.54 0.35 0.02 -0.0095
N 0.181695 3.918698 -1.689993 -0.18 -0.33 0.01 -0.1195
C -1.140283 4.044332 -2.270458 -0.41 -0.17 -0.07 -0.0085
C 0.555011 2.738391 -1.222913 0.33 0.34 0.11 -0.4589
C 1.967438 2.568466 -0.767347 0.03 -0.20 0.04 0.0340
O -0.264473 1.785669 -1.202948 -0.59 -0.86 0.40 -0.2027
H 0.488715 5.966033 -1.899606 -0.02 -0.06 0.02 0.1017
H 1.878142 4.974118 -2.354777 -0.02 0.05 -0.03 0.1092
H 1.469995 5.205847 -0.648578 -0.03 0.05 -0.05 0.1010
H -1.218712 4.980370 -2.813476 0.05 0.03 0.03 0.1006
H -1.908701 4.004631 -1.496320 -0.02 0.07 -0.02 0.0936
H -1.308180 3.214530 -2.958089 -0.04 0.06 -0.03 0.0854
H 2.656967 2.881013 -1.550178 0.05 0.03 0.00 0.1070
H 2.127772 1.518913 -0.539305 0.09 0.04 -0.01 0.0725
H 2.174955 3.167382 0.119274 0.02 0.03 0.03 0.1019
S -4.239808 -2.457479 -4.637303 0.26 0.75 1.32 0.4827
P -5.350015 -0.925248 -3.876839 -0.57 0.52 0.24 0.3986
S -3.695216 -1.283988 -2.722272 -0.70 -1.03 -1.32 0.3952
C -5.265197 0.661676 -4.738030 -0.04 -0.72 0.42 -0.3748
C -6.223552 0.963360 -5.700849 -0.07 -0.08 0.09 -0.0567
C -6.148617 2.178630 -6.357499 -0.05 0.04 -0.04 -0.0304
C -5.141227 3.079644 -6.041202 -0.03 -0.08 0.04 -0.0244
C -4.179075 2.758738 -5.094917 0.02 0.06 0.02 -0.0494
C -4.230263 1.542659 -4.443556 0.05 -0.05 0.14 -0.1077
C -6.903563 -1.296941 -3.027897 0.63 0.15 -0.56 -0.3807
C -7.301171 -0.360303 -2.075049 0.12 0.08 -0.11 -0.0867
C -8.422491 -0.615745 -1.311469 0.04 0.07 0.02 -0.0442
C -9.144378 -1.784582 -1.516420 0.05 0.02 -0.07 -0.0245
C -8.750749 -2.701777 -2.479805 -0.06 -0.02 0.02 -0.0339
C -7.617882 -2.469472 -3.241496 0.11 -0.02 -0.12 -0.0669
H -7.007540 0.253828 -5.924173 -0.15 0.03 -0.08 0.1225
H -6.876373 2.432904 -7.112182 -0.09 -0.02 -0.04 0.1262
H -5.108811 4.039707 -6.529706 0.02 0.10 -0.12 0.1243
H -3.393429 3.461050 -4.864292 0.08 0.07 0.01 0.1085
H -3.488059 1.270293 -3.704974 0.06 0.07 -0.06 0.0491
H -6.723415 0.546552 -1.947165 -0.07 0.11 0.12 0.0953
H -8.736045 0.093048 -0.560137 -0.04 0.05 0.03 0.1185
H -10.026531 -1.974772 -0.926380 -0.10 -0.04 0.07 0.1245
H -9.333303 -3.596692 -2.633873 -0.01 -0.09 -0.05 0.1251
H -7.300908 -3.176341 -3.994804 0.00 -0.11 0.00 0.1090